# C4H10NO

The ion C4H10NO with charge -2 at a distorted geometry (ωB97M-V/def2-TZVPD, the Open Molecules 2025 dataset).

Geometry as XYZ:
```
16
C4H10NO (ωB97M-V/def2-TZVPD)
C 0.846 -1.242 -1.857
N 0.152 -0.162 -1.065
C 0.689 -0.017 0.252
C -0.024 1.125 1.099
C -1.501 0.739 1.281
O -2.182 1.342 2.267
H 1.925 -1.181 -1.585
H 0.463 -2.239 -1.588
H 0.800 -1.010 -2.931
H -0.789 -0.541 -1.066
H 0.879 -0.884 0.904
H 1.732 0.350 0.121
H 0.218 2.036 0.545
H 0.444 1.122 2.093
H -1.621 -0.408 1.236
H -2.032 0.971 0.293
```

Output
Orbital gap (spin up / spin down) in eV: 3.084 / 6.534
Relative energy (zero: lowest compared OMol25 entry of this formula, charge and spin) in kcal/mol: 16.6
Expectation value of S²: 0.75
HOMO level (spin up / spin down) in eV: 4.023 / 0.516
Total charge: -2
Strongest force on any atom in Eh/bohr: 0.05459
Spin multiplicity: 2
Molar mass in g/mol: 88.13